Record 1
Formula: CH3O3
Source: the OMol25 dataset
Level of theory: wB97M-V/def2-TZVPD

```
7
Properties=species:S:1:pos:R:3
O -1.794 -0.112 -0.760
H -1.617 -0.310 -1.708
H -0.904 0.027 -0.365
O 1.752 -0.962 0.736
O 0.027 0.247 0.065
C 1.071 0.101 0.758
H 1.466 1.010 1.274
```

Summary:
- HOMO-LUMO gap (eV) = 9.03
- strongest force on any atom (eV/A) = 9.762
- multiplicity = 1
- charge = -1

***

Record 2
Formula: CH3O3
Source: the OMol25 dataset
Level of theory: wB97M-V/def2-TZVPD

```
7
Properties=species:S:1:pos:R:3
O -0.887 1.033 1.000
C -1.062 -0.117 0.556
O -1.096 -0.477 -0.644
H -1.245 -0.951 1.278
H 1.319 0.579 -0.071
H 1.145 -0.190 -1.366
O 1.827 0.123 -0.754
```

Summary:
- HOMO-LUMO gap (eV) = 8.98
- strongest force on any atom (eV/A) = 0.901
- multiplicity = 1
- charge = -1

***

Record 3
Formula: CH3O3P
Source: the OMol25 dataset
Level of theory: wB97M-V/def2-TZVPD

```
8
Properties=species:S:1:pos:R:3
C -1.058 -0.059 -0.057
O 1.247 1.496 0.865
O 1.594 -1.535 0.878
O 1.299 0.377 -1.464
P 0.894 0.280 0.017
H -0.713 -1.066 0.215
H -1.763 0.500 0.612
H -1.500 0.007 -1.066
```

Summary:
- HOMO-LUMO gap (eV) = 6.15
- strongest force on any atom (eV/A) = 5.073
- multiplicity = 1
- charge = -2

***

Record 4
Formula: CH3O3PS
Source: the OMol25 dataset
Level of theory: wB97M-V/def2-TZVPD

```
9
Properties=species:S:1:pos:R:3
C 1.771 -0.208 -0.772
O -2.123 -0.184 -3.231
O -2.888 0.699 -0.826
O 0.732 -0.680 -1.200
P -3.112 -0.929 -0.383
S -1.685 -0.114 -1.830
H 2.770 -0.592 -0.862
H 1.857 0.866 -0.329
H -2.448 -0.753 0.876
```

Summary:
- HOMO-LUMO gap (eV) = 9.02
- strongest force on any atom (eV/A) = 2.918
- multiplicity = 1
- charge = 0

***

Record 5
Formula: CH3O3S
Source: the OMol25 dataset
Level of theory: wB97M-V/def2-TZVPD

```
8
Properties=species:S:1:pos:R:3
C 0.275 -1.044 0.508
O -1.363 1.763 -0.516
O 1.157 -1.027 -0.358
O -0.498 -0.142 0.955
S -0.064 2.138 -1.389
H 0.404 -2.089 1.238
H -0.986 0.992 0.034
H 0.508 1.020 -1.285
```

Summary:
- HOMO-LUMO gap (eV) = 7.82
- strongest force on any atom (eV/A) = 3.385
- multiplicity = 1
- charge = -1

***

Record 6
Formula: CH3O3S2
Source: the OMol25 dataset
Level of theory: wB97M-V/def2-TZVPD

```
9
Properties=species:S:1:pos:R:3
C -0.792 -0.259 0.410
O 2.894 -0.335 -0.639
O 2.004 -2.109 0.906
O -1.724 1.701 -1.315
S -0.407 0.513 -1.072
S 2.066 -0.674 0.526
H -0.886 0.315 1.297
H -1.469 -1.185 0.329
H -1.687 2.035 -0.444
```

Summary:
- HOMO-LUMO gap (spin up / spin down) (eV) = 6.63 / 6.63
- strongest force on any atom (eV/A) = 2.987
- multiplicity = 1
- charge = -1